(1)
C14H17N3O in the gas phase. Source: the OMol25 dataset; level of theory: ωB97M-V/def2-TZVPD.

XYZ file:
```
35
Properties=species:S:1:pos:R:3:forces:R:3:lowdin_charge:R:1
N 1.021 2.650 1.884 0.102 0.149 0.075 0.165
C 1.528 2.565 0.858 -0.282 -0.305 -0.191 -0.221
C 2.088 2.320 -0.473 0.475 0.411 -0.047 -0.133
C 2.550 0.858 -0.663 0.170 0.092 0.072 -0.276
C 3.867 0.708 -0.007 -0.529 -0.323 0.431 -0.206
N 4.797 0.526 0.641 0.171 0.165 -0.250 0.175
C 1.511 -0.186 -0.190 0.126 -0.238 -0.068 -0.158
C 2.122 -1.433 0.461 -0.593 -0.102 -0.149 -0.163
C 1.068 -2.543 0.731 -0.025 0.147 -0.229 -0.213
N -0.216 -2.280 0.076 -0.220 -0.237 0.470 -0.081
C -1.139 -1.487 0.902 0.140 -0.210 -0.287 -0.165
C -1.913 -0.374 0.215 -0.092 0.240 0.208 -0.149
C -2.546 0.536 1.074 0.163 -0.215 -0.096 -0.048
C -3.308 1.582 0.600 -0.135 0.115 0.031 -0.089
C -3.458 1.763 -0.769 -0.021 0.117 0.016 -0.088
C -2.831 0.898 -1.642 0.073 -0.002 0.240 -0.022
C -2.074 -0.165 -1.152 -0.016 -0.265 -0.250 -0.271
O -1.466 -0.970 -2.106 0.031 0.162 -0.134 0.010
H 2.951 2.980 -0.591 -0.041 -0.003 -0.050 0.123
H 1.380 2.626 -1.243 -0.235 -0.190 0.127 0.128
H 2.709 0.706 -1.732 0.098 0.081 -0.001 0.146
H 0.943 -0.494 -1.067 -0.087 0.018 0.051 0.111
H 0.796 0.266 0.498 0.130 0.173 -0.002 0.092
H 2.580 -1.161 1.409 0.310 -0.004 -0.116 0.108
H 2.873 -1.838 -0.218 0.208 0.059 0.170 0.112
H 1.441 -3.486 0.330 0.038 0.008 0.047 0.111
H 0.946 -2.691 1.813 0.022 0.044 0.004 0.109
H -0.663 -3.170 -0.093 0.094 0.002 -0.187 0.106
H -0.570 -1.031 1.717 -0.029 0.049 -0.011 0.116
H -1.854 -2.160 1.392 -0.085 0.123 0.028 0.128
H -2.414 0.397 2.141 -0.042 0.063 0.011 0.117
H -3.789 2.264 1.290 0.031 -0.021 0.026 0.103
H -4.061 2.582 -1.140 0.038 -0.006 -0.050 0.102
H -2.904 1.022 -2.714 -0.020 -0.045 -0.015 0.115
H -1.966 -1.780 -2.232 0.034 -0.052 0.125 0.105
```
Positions in Å, forces in eV/Å.

Calculated values
E_tot = -783.13799 Eh
Multiplicity = 1
SMILES = N#CC[C@@H](C#N)CCCNCc1ccccc1O
LUMO = 0.552 eV

***

(2)
C14H17N5O3 in the gas phase. Source: the OMol25 dataset; level of theory: ωB97M-V/def2-TZVPD.

XYZ file:
```
39
Properties=species:S:1:pos:R:3:forces:R:3:lowdin_charge:R:1
C -0.092 3.906 1.646 -0.046 0.112 -0.020 0.008
C 0.234 2.885 2.414 0.144 -0.149 0.050 -0.156
C 1.531 2.141 2.306 0.191 0.276 0.092 -0.126
N 1.307 0.711 2.111 0.073 0.380 0.087 0.074
C 1.320 0.211 0.825 -0.005 -0.538 -0.233 -0.367
C 1.065 -1.205 0.678 0.141 -0.002 -0.127 -0.074
C 0.938 -1.769 -0.573 0.251 0.150 0.295 -0.031
N 1.106 -1.115 -1.705 0.186 0.250 0.207 0.047
C 0.762 -1.619 -3.004 -0.152 0.064 -0.471 -0.168
C -0.468 -0.909 -3.584 -0.015 -0.323 0.316 -0.152
H -0.607 -1.245 -4.612 -0.001 0.055 -0.043 0.115
H -0.280 0.166 -3.603 -0.009 0.043 -0.108 0.109
C -1.763 -1.187 -2.811 0.052 0.014 -0.592 -0.136
N -1.791 -0.581 -1.506 -0.184 0.095 0.319 -0.093
C -1.978 -1.198 -0.314 -0.175 -0.093 -0.001 -0.192
N -1.975 -0.359 0.683 -0.156 -0.267 0.541 0.079
C -1.782 0.867 0.131 -0.055 0.103 -0.223 -0.143
C -1.669 0.753 -1.224 -0.006 0.248 0.004 -0.067
H -1.525 1.492 -1.984 0.061 0.141 -0.191 0.116
H -1.731 1.747 0.738 0.040 0.223 0.022 0.082
H -2.111 -2.257 -0.217 -0.009 -0.319 -0.098 0.131
H -1.899 -2.264 -2.682 -0.044 0.076 -0.011 0.129
H -2.607 -0.804 -3.398 0.067 -0.151 0.104 0.128
H 0.574 -2.693 -2.926 0.070 0.040 -0.018 0.127
H 1.608 -1.462 -3.681 -0.073 -0.136 0.055 0.123
H 0.687 -2.823 -0.621 -0.050 -0.026 -0.047 0.148
C 0.807 -2.051 1.827 0.084 0.313 -0.256 -0.442
O 0.587 -3.244 1.785 -0.129 -0.325 0.039 0.065
N 0.833 -1.378 3.035 -0.115 -0.346 0.339 0.216
C 1.052 -0.039 3.244 0.064 -0.280 -0.102 -0.469
O 1.048 0.441 4.352 -0.079 0.174 0.257 0.099
H 0.628 -1.923 3.865 0.049 0.126 -0.153 0.171
O 1.553 0.954 -0.126 0.091 0.212 -0.037 0.045
H 1.318 -0.118 -1.582 -0.011 -0.187 0.015 0.126
H 2.095 2.255 3.236 -0.026 -0.025 -0.193 0.130
H 2.116 2.499 1.457 -0.056 -0.045 0.172 0.122
H -0.431 2.521 3.185 -0.158 0.020 0.099 0.109
H -1.028 4.428 1.760 -0.194 0.073 0.077 0.055
H 0.567 4.266 0.874 0.182 0.021 -0.168 0.062
```
Positions in Å, forces in eV/Å.

Calculated values
E_tot = -1043.25455 Eh
Multiplicity = 1
SMILES = C=CCN1C(=O)NC(=O)/C(=C/NCCCn2ccnc2)C1=O
LUMO = 0.371 eV

***

(3)
C14H17N5O3S7V as an isolated structure at a distorted geometry. Source: the OMol25 dataset; level of theory: ωB97M-V/def2-TZVPD.

XYZ file:
```
47
Properties=species:S:1:pos:R:3:forces:R:3:lowdin_charge:R:1
V -0.524 0.372 -0.512 -0.276 -0.586 -0.119 -0.065
O 0.027 -5.432 3.059 0.065 0.016 -0.091 -0.059
C 0.052 -4.480 2.329 -0.114 0.031 0.144 -1.012
S 1.040 -3.033 2.623 0.031 -0.010 -0.011 0.970
C 0.513 -2.152 1.207 0.248 0.350 -0.043 -1.099
C -0.379 -2.740 0.405 -0.113 0.078 -0.418 -1.099
S -0.957 -2.009 -1.093 -0.433 -0.296 0.389 0.586
S -0.942 -4.325 0.866 -0.015 -0.106 -0.038 0.967
S 1.165 -0.548 0.869 0.003 -0.167 0.248 0.589
O 1.898 0.395 4.068 -0.153 0.139 -0.008 -0.055
C 2.470 1.642 3.800 0.025 -0.111 0.046 -0.260
N 1.666 2.760 4.258 -0.162 -0.040 0.015 0.114
C 1.027 3.716 3.537 0.094 0.016 -0.059 -0.456
O 0.495 4.683 4.045 -0.005 0.044 0.081 0.083
C 0.986 3.554 2.043 -0.032 -0.032 0.133 -0.115
C 1.467 4.544 1.208 0.059 0.110 -0.011 0.020
C 1.312 4.382 -0.156 -0.026 0.035 -0.059 -0.028
C 0.681 3.248 -0.630 -0.138 -0.223 -0.102 -0.148
N 0.205 2.276 0.165 0.518 0.831 0.454 -0.088
C 0.351 2.462 1.490 -0.158 -0.233 -0.264 -0.118
H 1.328 0.153 3.322 0.068 -0.126 -0.061 0.004
H 2.677 1.765 2.736 0.006 0.082 -0.010 0.120
H 3.411 1.663 4.346 0.062 0.029 0.003 0.128
H 1.539 2.857 5.256 0.083 0.025 -0.016 0.154
H 1.937 5.427 1.625 -0.013 -0.015 -0.008 0.132
H 1.662 5.127 -0.856 0.002 -0.009 0.005 0.112
H 0.545 3.098 -1.693 0.028 -0.022 0.023 0.068
H -0.085 1.701 2.119 0.033 -0.048 0.024 0.070
S -2.291 0.299 1.190 0.027 0.028 -0.424 0.692
C -2.730 0.452 -0.438 -0.049 -0.100 0.059 -1.180
N -3.649 -0.320 -1.130 0.014 0.191 0.170 -0.097
C -3.442 -0.218 -2.567 0.029 -0.024 0.011 -0.264
C -3.268 1.271 -2.832 0.079 -0.061 0.016 -0.379
S -2.341 1.905 -1.399 -0.107 0.087 0.071 0.932
H -3.749 -1.254 -0.751 0.120 0.008 -0.032 0.116
H -4.299 -0.625 -3.102 -0.017 0.020 -0.008 0.125
H -2.539 -0.754 -2.878 0.005 -0.025 -0.001 0.076
H -4.220 1.797 -2.833 -0.011 0.015 -0.038 0.083
H -2.721 1.478 -3.748 -0.005 -0.021 -0.009 0.084
N 1.782 -1.890 -2.377 0.227 0.125 -0.162 0.105
C 1.997 -0.607 -2.564 -0.089 0.041 0.031 -0.856
N 3.252 -0.167 -2.700 -0.075 0.134 -0.024 0.114
S 0.698 0.542 -2.696 0.226 -0.094 -0.040 0.631
H 2.539 -2.513 -2.143 0.020 0.012 -0.014 0.127
H 0.819 -2.169 -2.137 -0.075 -0.061 0.135 -0.034
H 4.043 -0.781 -2.614 -0.001 0.002 -0.002 0.116
H 3.406 0.821 -2.805 -0.005 -0.035 0.018 0.097
```
Positions in Å, forces in eV/Å.

Calculated values
E_tot = -4774.64125 Eh
Multiplicity = 2
LUMO (alpha / beta) = -0.623 / -0.355 eV

***

(4)
C14H17NO3S in the gas phase. Source: the OMol25 dataset; level of theory: ωB97M-V/def2-TZVPD.

XYZ file:
```
36
Properties=species:S:1:pos:R:3:forces:R:3:lowdin_charge:R:1
C 1.902 3.780 1.400 -0.214 -0.127 -0.001 -0.091
C 0.778 2.781 1.645 0.311 -0.170 -0.222 -0.175
H 0.573 2.692 2.712 -0.073 -0.048 -0.019 0.122
H -0.131 3.117 1.141 -0.095 -0.039 0.050 0.122
C 1.131 1.388 1.108 -0.153 0.067 0.608 -0.248
C 0.064 0.389 1.576 0.185 0.174 -0.408 -0.434
O 0.049 -0.088 2.690 0.064 -0.081 0.387 0.083
N -0.876 0.142 0.642 -0.187 -0.044 -0.465 0.133
H -0.712 0.505 -0.290 0.037 -0.145 0.142 0.141
C -1.884 -0.864 0.817 0.120 0.301 0.396 -0.296
C -2.266 -1.457 -0.531 -0.127 0.010 0.193 -0.684
O -1.566 -1.482 -1.502 0.217 0.042 -0.211 0.040
S -3.915 -2.061 -0.474 -0.293 -0.047 0.105 0.999
C -4.188 -1.480 1.244 -0.068 -0.270 -0.298 -0.434
C -3.177 -0.371 1.467 0.192 -0.127 -0.001 -0.192
H -3.028 -0.175 2.528 0.021 0.038 0.002 0.124
H -3.501 0.550 0.978 0.017 -0.018 -0.016 0.126
H -5.221 -1.150 1.327 0.010 -0.013 0.051 0.075
H -4.020 -2.324 1.912 -0.053 0.071 0.061 0.080
H -1.459 -1.669 1.438 -0.114 0.057 -0.130 0.173
O 1.174 1.422 -0.309 0.166 0.259 -0.117 -0.043
C 2.173 0.721 -0.948 0.100 -0.238 -0.250 -0.251
C 3.514 0.836 -0.598 -0.218 0.157 0.164 -0.017
C 4.473 0.147 -1.318 0.037 -0.055 -0.032 -0.083
C 4.109 -0.650 -2.389 0.104 -0.054 -0.063 -0.097
C 2.775 -0.756 -2.743 0.039 -0.012 0.002 -0.077
C 1.806 -0.078 -2.027 -0.106 0.175 0.193 0.000
H 0.764 -0.167 -2.291 -0.132 -0.011 0.015 0.107
H 2.481 -1.377 -3.576 -0.032 -0.050 -0.071 0.106
H 4.863 -1.185 -2.947 0.060 -0.042 -0.047 0.100
H 5.513 0.242 -1.041 0.073 0.011 0.024 0.104
H 3.810 1.471 0.224 0.003 0.073 0.071 0.110
H 2.088 1.063 1.532 -0.141 -0.022 -0.083 0.154
H 2.135 3.828 0.339 0.074 0.058 -0.083 0.075
H 1.604 4.770 1.735 0.050 0.114 0.009 0.072
H 2.798 3.489 1.944 0.125 0.005 0.045 0.076
```
Positions in Å, forces in eV/Å.

Calculated values
E_tot = -1222.37693 Eh
Multiplicity = 1
SMILES = CC[C@H](Oc1ccccc1)C(=O)N[C@H]1CCSC1=O
LUMO = 0.665 eV

***

(5)
C14H18AuBrI2O2S3 as an isolated structure. Source: the OMol25 dataset; level of theory: ωB97M-V/def2-TZVPD.

XYZ file:
```
41
Properties=species:S:1:pos:R:3:forces:R:3:lowdin_charge:R:1
Au -0.331 0.307 0.334 0.455 0.573 -0.050 0.568
C -0.256 -4.968 -0.891 0.016 -0.014 0.068 -0.503
C 0.969 -4.226 -1.420 -0.078 0.033 0.047 -0.485
S 1.049 -2.415 -1.203 -0.006 0.047 -0.006 0.840
C 1.996 -2.185 0.315 -0.162 -0.206 -0.075 -0.549
C 1.246 -2.389 1.628 0.204 0.090 0.062 -0.477
S -0.358 -1.587 1.822 0.001 0.146 -0.360 0.943
C -1.544 -2.697 1.016 -0.022 -0.154 0.081 -0.479
C -1.521 -4.129 1.549 0.057 -0.066 -0.056 -0.484
S -0.260 -5.260 0.903 0.076 0.077 -0.006 0.930
H -0.248 -5.968 -1.328 -0.040 0.031 -0.043 0.086
H -1.189 -4.495 -1.200 0.030 -0.026 -0.006 0.046
H 1.020 -4.356 -2.502 0.015 -0.015 -0.005 0.083
H 1.883 -4.646 -1.000 0.032 0.001 -0.046 0.086
H 2.368 -1.164 0.245 0.115 -0.093 -0.028 -0.027
H 2.863 -2.848 0.313 0.020 0.024 0.033 0.101
H 1.840 -2.046 2.477 0.001 0.017 0.038 0.095
H 1.021 -3.452 1.758 0.000 -0.025 0.072 0.023
H -1.372 -2.658 -0.055 0.005 0.003 -0.094 0.005
H -2.509 -2.239 1.228 -0.004 0.026 0.053 0.094
H -2.507 -4.544 1.333 -0.002 0.022 0.031 0.096
H -1.389 -4.167 2.632 -0.097 0.008 0.017 0.087
I 2.000 1.517 0.995 -0.491 -0.253 0.078 1.125
C 1.296 3.252 -0.033 0.100 0.178 -0.131 -0.962
I -0.533 2.638 -0.970 0.095 -0.282 0.340 1.343
H 2.055 3.551 -0.751 -0.017 -0.049 0.022 0.001
H 1.111 4.020 0.711 -0.016 -0.036 -0.024 -0.001
Br -2.297 -2.265 -2.990 0.008 0.003 -0.043 0.866
C -3.961 -1.614 -2.361 -0.082 -0.130 -0.047 -0.583
C -5.121 -2.254 -2.761 0.023 0.040 0.025 -0.094
C -6.349 -1.766 -2.338 0.005 -0.024 -0.012 -0.033
C -6.425 -0.636 -1.537 0.073 0.016 0.060 -0.036
C -5.265 0.020 -1.162 -0.087 -0.101 -0.100 0.004
C -4.029 -0.474 -1.572 -0.127 0.004 0.028 -0.189
C -2.822 0.281 -1.164 0.100 0.235 -0.083 -0.581
O -2.635 1.443 -1.474 -0.086 0.060 -0.124 -0.166
O -2.019 -0.431 -0.399 -0.079 -0.181 0.302 -0.259
H -5.063 -3.117 -3.406 -0.004 -0.067 -0.035 0.112
H -7.254 -2.271 -2.650 -0.002 -0.004 0.007 0.124
H -7.383 -0.263 -1.207 -0.039 0.029 -0.023 0.121
H -5.312 0.916 -0.560 0.012 0.064 0.034 0.131
```
Positions in Å, forces in eV/Å.

Calculated values
E_tot = -5193.76201 Eh
Multiplicity = 1
Total charge = +2
LUMO = -9.839 eV